A structure of composition C52H57BrN6O4P3S2Se2Ti at a distorted geometry. Source: the OMol25 dataset; level of theory: ωB97M-V/def2-TZVPD.

```
! RIJCOSX wB97M-V def2-TZVPD def2/J DEFGRID3
* xyz -1 1
Ti 0.43 -0.49 -1.07
O -1.61 1.38 -4.31
C -1.99 2.50 -3.66
C -2.71 3.48 -4.34
C -3.11 4.63 -3.69
C -2.82 4.81 -2.34
C -2.11 3.84 -1.66
C -1.69 2.68 -2.30
C -0.98 1.61 -1.50
O -0.14 0.83 -2.23
N -2.03 0.72 -0.94
N -1.58 -0.32 -0.23
C -2.37 -0.87 0.61
C -2.12 -2.01 1.44
Br -0.41 -2.88 1.35
C -3.03 -2.56 2.27
C -4.41 -2.13 2.46
C -4.79 -0.80 2.67
C -6.13 -0.47 2.79
C -7.10 -1.45 2.71
C -6.73 -2.78 2.55
C -5.40 -3.12 2.43
H -1.00 0.89 -3.70
H -2.93 3.32 -5.38
H -3.67 5.38 -4.22
H -3.14 5.71 -1.83
H -1.90 3.97 -0.61
H -0.45 2.10 -0.65
H -2.86 1.20 -0.57
H -3.38 -0.47 0.72
H -2.75 -3.47 2.78
H -4.04 -0.03 2.77
H -6.41 0.56 2.94
H -8.15 -1.19 2.79
H -7.49 -3.56 2.50
H -5.10 -4.15 2.29
Se 2.40 1.52 5.68
P 3.20 0.78 3.87
C 4.28 -0.65 4.17
C 4.75 -1.45 3.13
C 5.60 -2.50 3.42
C 6.00 -2.74 4.72
C 5.55 -1.93 5.75
C 4.69 -0.89 5.48
C 4.27 1.99 3.02
C 4.94 2.93 3.79
C 5.79 3.83 3.19
C 5.96 3.80 1.81
C 5.28 2.87 1.04
C 4.44 1.96 1.64
C 2.00 0.35 2.63
C 0.81 1.03 2.29
N 0.38 0.48 1.15
N 1.23 -0.47 0.82
N 2.21 -0.57 1.68
P -0.21 2.24 3.10
Se -1.93 2.72 2.00
C 0.93 3.64 3.34
C 1.71 3.96 2.23
C 2.60 5.01 2.29
C 2.72 5.75 3.45
C 1.93 5.44 4.55
C 1.03 4.39 4.50
C -0.77 1.46 4.64
C -0.64 0.09 4.81
C -1.14 -0.51 5.95
C -1.79 0.25 6.91
C -1.96 1.61 6.72
C -1.47 2.22 5.58
H 4.42 -1.25 2.12
H 5.94 -3.13 2.62
H 6.66 -3.57 4.93
H 5.86 -2.12 6.77
H 4.32 -0.25 6.27
H 4.77 2.95 4.86
H 6.31 4.56 3.79
H 6.62 4.51 1.34
H 5.41 2.85 -0.04
H 3.93 1.23 1.03
H 1.63 3.37 1.32
H 3.21 5.24 1.43
H 3.43 6.56 3.50
H 2.02 6.02 5.46
H 0.45 4.13 5.37
H -0.14 -0.52 4.07
H -1.02 -1.57 6.09
H -2.16 -0.21 7.81
H -2.50 2.20 7.45
H -1.63 3.27 5.40
C 3.37 -2.84 -2.31
C 4.73 -2.45 -2.87
C 4.85 -2.76 -4.36
O 5.07 -1.09 -2.61
P 4.22 0.27 -2.75
S 5.52 1.73 -2.72
S 2.81 0.38 -1.30
O 3.57 -0.01 -4.21
C 2.54 0.68 -4.90
C 1.32 -0.23 -4.94
C 2.21 2.04 -4.31
H 3.18 -3.89 -2.52
H 2.57 -2.25 -2.75
H 3.34 -2.69 -1.23
H 5.52 -3.01 -2.34
H 4.07 -2.24 -4.92
H 4.75 -3.83 -4.51
H 5.81 -2.43 -4.73
H 2.95 0.82 -5.92
H 1.01 -0.45 -3.91
H 1.56 -1.16 -5.45
H 0.51 0.26 -5.47
H 1.67 1.92 -3.37
H 1.58 2.59 -5.01
H 3.12 2.61 -4.14
C 0.09 -3.69 -3.55
C -0.75 -2.81 -2.60
C -1.57 -3.75 -1.69
C -1.76 -1.99 -3.45
N 0.07 -1.95 -1.84
H -0.55 -4.24 -4.23
H 0.68 -4.40 -2.96
H 0.77 -3.07 -4.12
H -2.13 -4.45 -2.30
H -2.27 -3.18 -1.08
H -0.90 -4.31 -1.04
H -2.48 -2.66 -3.92
H -1.25 -1.42 -4.22
H -2.30 -1.29 -2.81
*
```

E_HOMO ... -0.1961 Eh
Total energy ... -12692.28964 Eh
HOMO-LUMO gap ... 7.0 eV

Mulliken atomic charge list, values in e, 8 entries: Ti -1.26; O -0.68; C 0.38; C -0.80; C -0.45; C -0.93; C -0.35; C -0.53